## A
A structure of composition C40H66BN8OP2Ti. Source: the Open Molecules 2025 dataset; level of theory: ωB97M-V with the def2-TZVPD basis set.

As for the total charge: +1. As for the HOMO energy (alpha / beta): -7.85 / -9.17 eV. As for the multiplicity: 3.

CARTESIAN COORDINATES (ANGSTROEM)
Ti 0.44 0.04 0.67
C 0.29 2.39 -5.23
C -0.51 1.21 -4.67
C 0.43 0.01 -4.53
C -1.61 0.85 -5.67
P -0.98 1.64 -2.88
C -2.04 0.15 -2.49
N -1.28 -1.02 -2.03
B -0.34 -1.17 -0.93
N -0.12 -2.61 -0.91
C 0.62 -3.37 0.06
P 2.06 -2.36 0.67
C 2.46 -3.34 2.25
C 1.36 -2.94 3.25
C 3.81 -2.87 2.80
C 2.47 -4.87 2.12
C 3.37 -2.73 -0.66
C 4.02 -4.10 -0.58
C 4.44 -1.64 -0.51
C 2.73 -2.56 -2.04
C -0.84 -3.24 -1.91
C -0.92 -4.58 -2.27
C -1.74 -4.92 -3.34
C -2.47 -3.95 -4.02
C -2.39 -2.61 -3.65
C -1.56 -2.25 -2.60
C -2.26 3.05 -2.91
C -3.08 3.22 -4.19
C -3.24 2.89 -1.74
C -1.42 4.31 -2.67
H 0.71 2.13 -6.21
H -0.32 3.28 -5.35
H 1.12 2.63 -4.56
H 1.02 -0.11 -5.45
H 1.13 0.15 -3.70
H -0.12 -0.92 -4.36
H -1.14 0.37 -6.54
H -2.34 0.15 -5.27
H -2.14 1.73 -6.03
H -2.77 0.43 -1.73
H -2.59 -0.14 -3.38
H 0.00 -3.61 0.92
H 0.98 -4.31 -0.37
H 0.41 -3.42 3.01
H 1.65 -3.25 4.26
H 1.21 -1.86 3.25
H 3.81 -1.79 2.97
H 4.00 -3.36 3.76
H 4.63 -3.11 2.13
H 1.62 -5.24 1.54
H 3.38 -5.23 1.67
H 2.40 -5.30 3.12
H 4.61 -4.23 0.33
H 3.28 -4.91 -0.63
H 4.70 -4.22 -1.42
H 4.89 -1.64 0.49
H 5.24 -1.79 -1.24
H 3.99 -0.66 -0.69
H 2.04 -3.36 -2.28
H 2.20 -1.61 -2.13
H 3.53 -2.58 -2.79
H -0.37 -5.35 -1.74
H -1.81 -5.95 -3.65
H -3.11 -4.24 -4.84
H -2.98 -1.88 -4.19
H -3.60 2.30 -4.46
H -3.83 4.00 -4.03
H -2.46 3.54 -5.03
H -4.02 2.17 -1.98
H -2.73 2.56 -0.84
H -3.73 3.85 -1.55
H -0.65 4.42 -3.44
H -2.05 5.21 -2.70
H -0.92 4.26 -1.70
N -0.08 0.70 3.75
C -1.04 -0.18 3.25
C -2.08 -0.50 4.13
C -3.10 -1.32 3.71
C -3.06 -1.79 2.40
C -2.00 -1.44 1.60
N -0.97 -0.64 1.99
C 1.24 0.96 3.44
C 1.95 1.77 4.33
C 3.29 1.97 4.14
C 3.91 1.33 3.07
C 3.13 0.58 2.22
N 1.80 0.40 2.35
H -0.34 1.07 4.65
H -2.06 -0.11 5.14
H -3.91 -1.58 4.38
H -3.83 -2.44 2.02
H -1.95 -1.80 0.59
H 1.44 2.20 5.18
H 3.86 2.59 4.83
H 4.97 1.41 2.91
H 3.58 0.03 1.40
N -1.61 3.68 2.10
C -0.53 3.05 1.58
N 0.65 3.71 1.65
O -0.64 1.94 1.05
H -1.58 4.66 2.34
H -2.51 3.29 1.91
H 0.77 4.55 2.18
H 1.47 3.20 1.37
C 5.12 1.99 -0.84
C 3.75 2.66 -1.00
C 3.69 3.96 -0.19
C 3.51 2.98 -2.48
C 2.69 1.74 -0.55
N 1.79 1.02 -0.37
H 5.90 2.70 -1.15
H 5.20 1.10 -1.46
H 5.31 1.71 0.20
H 4.48 4.63 -0.52
H 3.84 3.76 0.88
H 2.74 4.46 -0.34
H 4.31 3.63 -2.85
H 2.56 3.49 -2.62
H 3.51 2.07 -3.08

Löwdin atomic charge list, values in e, 2 entries:
1 Ti 0.64
2 C -0.11

## B
A structure of composition C40H66BN8OP2Ti. Source: the Open Molecules 2025 dataset; level of theory: ωB97M-V with the def2-TZVPD basis set.

As for the total charge: +1. As for the HOMO energy (alpha / beta): -7.67 / -8.98 eV. As for the multiplicity: 3.

CARTESIAN COORDINATES (ANGSTROEM)
Ti 0.22 -1.61 0.36
C 1.28 0.39 -4.81
C -0.10 0.58 -4.18
C -1.08 1.08 -5.24
C -0.61 -0.79 -3.70
P -0.18 1.68 -2.62
C 1.47 1.18 -1.83
N 1.47 1.25 -0.38
B 0.64 0.48 0.55
N 0.73 1.27 1.79
C -0.06 1.24 3.01
P -1.91 1.10 2.70
C -2.36 2.94 2.49
C -3.82 3.01 2.01
C -1.47 3.48 1.36
C -2.19 3.82 3.73
C -2.50 0.55 4.43
C -1.99 -0.89 4.54
C -4.03 0.49 4.43
C -2.01 1.34 5.64
C 1.67 2.28 1.63
C 2.18 3.20 2.54
C 3.17 4.08 2.12
C 3.67 4.02 0.83
C 3.17 3.10 -0.09
C 2.14 2.26 0.30
C 0.05 3.48 -3.19
C 0.42 4.29 -1.94
C 1.12 3.70 -4.26
C -1.31 3.98 -3.67
H 1.17 -0.15 -5.75
H 1.77 1.34 -5.03
H 1.94 -0.19 -4.17
H -1.18 0.34 -6.04
H -2.07 1.24 -4.81
H -0.74 2.01 -5.70
H -0.45 -1.53 -4.49
H -0.09 -1.13 -2.80
H -1.67 -0.76 -3.49
H 1.61 0.14 -2.13
H 2.30 1.77 -2.24
H 0.25 0.41 3.65
H 0.11 2.17 3.56
H -4.14 4.05 1.96
H -4.50 2.48 2.67
H -3.90 2.59 1.01
H -1.46 2.78 0.52
H -1.87 4.43 1.01
H -0.45 3.63 1.69
H -2.99 3.65 4.45
H -1.24 3.65 4.22
H -2.23 4.88 3.43
H -0.92 -0.91 4.73
H -2.21 -1.45 3.63
H -2.48 -1.39 5.38
H -4.40 -0.07 3.56
H -4.38 -0.03 5.33
H -4.49 1.48 4.42
H -0.94 1.54 5.58
H -2.54 2.27 5.77
H -2.18 0.74 6.55
H 1.82 3.23 3.56
H 3.57 4.80 2.82
H 4.47 4.68 0.53
H 3.60 3.05 -1.08
H 1.43 4.09 -1.61
H 0.35 5.35 -2.17
H -0.26 4.08 -1.11
H 2.08 3.29 -3.96
H 0.84 3.27 -5.22
H 1.25 4.78 -4.41
H -2.07 3.83 -2.89
H -1.25 5.06 -3.87
H -1.65 3.50 -4.58
N 1.86 -2.04 2.79
C 2.72 -2.14 1.67
C 4.03 -2.53 1.82
C 4.87 -2.60 0.72
C 4.33 -2.25 -0.52
C 3.01 -1.88 -0.60
N 2.16 -1.84 0.47
C 0.80 -2.95 2.88
C 0.50 -3.60 4.07
C -0.55 -4.51 4.09
C -1.23 -4.75 2.90
C -0.88 -4.06 1.77
N 0.11 -3.14 1.75
H 2.38 -1.98 3.66
H 4.40 -2.78 2.81
H 5.90 -2.92 0.81
H 4.94 -2.27 -1.41
H 2.58 -1.60 -1.55
H 1.08 -3.41 4.96
H -0.81 -5.03 4.99
H -2.03 -5.48 2.86
H -1.37 -4.24 0.82
N -3.92 -2.06 -0.20
C -2.82 -1.30 -0.38
N -2.97 -0.13 -1.00
O -1.71 -1.71 -0.01
H -4.84 -1.73 -0.44
H -3.84 -2.94 0.28
H -3.88 0.23 -1.25
H -2.15 0.46 -1.12
C 0.46 -6.06 -3.11
C 1.25 -4.74 -3.10
C 2.73 -5.02 -2.80
C 1.09 -4.01 -4.44
C 0.71 -3.87 -2.06
N 0.26 -3.17 -1.27
H 0.82 -6.69 -3.92
H -0.61 -5.87 -3.27
H 0.58 -6.60 -2.17
H 3.12 -5.71 -3.55
H 2.86 -5.46 -1.81
H 3.32 -4.10 -2.85
H 1.51 -4.63 -5.24
H 1.61 -3.06 -4.43
H 0.04 -3.83 -4.66

Löwdin atomic charge list, values in e, 2 entries:
1 Ti 0.81
2 C -0.09

In kcal/mol, relative to the most stable structure: A 0.0; B 14.4.

## A
A cluster of 2 separate species, C5H14 in total. Source: the Open Molecules 2025 dataset; level of theory: ωB97M-V with the def2-TZVPD basis set.

As for the total charge: -1. As for the HOMO energy (alpha / beta): 1.55 / -7.85 eV. As for the multiplicity: 2.

CARTESIAN COORDINATES (ANGSTROEM)
C 2.85 -0.11 -0.30
C 3.00 -1.35 0.58
H 3.42 0.73 0.12
H 3.23 -0.33 -1.29
H 1.82 0.23 -0.36
H 4.06 -1.55 0.79
H 2.56 -1.27 1.57
H 2.57 -2.25 0.14
C -2.61 0.82 -0.38
C -1.20 1.43 -0.37
C -2.67 -0.53 0.32
H -3.29 1.48 0.14
H -3.01 0.70 -1.38
H -1.23 2.40 -0.88
H -2.41 -0.48 1.38
H -3.67 -0.97 0.24
H -1.99 -1.30 -0.08
H -0.87 1.64 0.64
H -0.54 0.71 -0.87

Löwdin atomic charge list, values in e, 2 entries:
1 C -0.31
2 C -0.31

## B
A cluster of 2 separate species, C5H14 in total. Source: the Open Molecules 2025 dataset; level of theory: ωB97M-V with the def2-TZVPD basis set.

As for the total charge: -1. As for the HOMO energy (alpha / beta): 1.55 / -7.59 eV. As for the multiplicity: 2.

CARTESIAN COORDINATES (ANGSTROEM)
C 0.89 1.53 1.46
C -0.53 1.40 0.87
C 1.64 0.21 1.68
H 1.46 2.15 0.66
H 0.79 2.03 2.45
H -1.21 2.08 1.38
H 1.25 -0.49 2.42
H 1.77 -0.33 0.74
H -0.89 0.32 1.04
H -0.71 1.80 -0.16
H 2.66 0.52 1.94
C -0.30 -1.06 -2.02
C -1.56 -1.74 -1.51
H -0.29 -1.10 -3.09
H -0.03 -0.02 -1.81
H 0.66 -1.53 -1.87
H -2.32 -1.05 -1.69
H -1.73 -2.70 -2.07
H -1.56 -2.01 -0.43

Löwdin atomic charge list, values in e, 2 entries:
1 C -0.40
2 C -0.26

In kcal/mol, relative to the most stable structure: A 0.0; B 19.7.

## A
An isolated molecule of C10H11N3. Source: the Open Molecules 2025 dataset; level of theory: ωB97M-V with the def2-TZVPD basis set.

Its SMILES is C=c1[nH]cc/c1=C(\C)c1cn[nH]c1. As for the total charge: 0. As for the HOMO energy: -6.82 eV. As for the multiplicity: 1.

CARTESIAN COORDINATES (ANGSTROEM)
C -0.32 -0.46 2.45
C 0.81 -0.64 1.75
N 1.98 -1.26 2.20
C 2.85 -1.48 1.10
C 2.37 -0.86 0.01
C 1.01 -0.37 0.31
C 0.10 0.10 -0.69
C 0.62 -0.12 -2.14
C -1.14 0.88 -0.70
C -1.53 1.97 0.12
N -2.74 2.31 -0.16
N -3.16 1.46 -1.12
C -2.22 0.54 -1.42
H -0.58 -0.76 3.44
H -1.04 -0.04 1.85
H 1.78 -1.84 2.94
H 3.74 -1.96 1.45
H 2.77 -0.86 -0.99
H -0.29 -0.07 -2.82
H 1.27 0.75 -2.47
H 1.06 -1.21 -2.37
H -0.86 2.61 0.67
H -4.08 1.60 -1.38
H -2.38 -0.28 -2.04

Löwdin atomic charge list, values in e, 2 entries:
1 C 0.08
2 C -0.30

## B
An isolated molecule of C10H11N3. Source: the Open Molecules 2025 dataset; level of theory: ωB97M-V with the def2-TZVPD basis set.

As for the total charge: 0. As for the HOMO energy: -7.02 eV. As for the multiplicity: 1.

CARTESIAN COORDINATES (ANGSTROEM)
C 0.75 0.48 3.56
C 1.22 -0.81 3.34
C -0.01 1.11 2.58
C 0.88 -1.51 2.20
C -0.30 0.45 1.41
C 0.08 -0.89 1.23
C -1.17 -1.63 -0.82
C -1.02 -0.86 -2.00
C -0.89 1.06 0.17
C 0.59 0.54 -3.11
N -0.46 -1.58 0.23
N -0.20 0.19 -1.94
N 0.04 0.89 -0.91
H 1.00 0.99 4.47
H 1.84 -1.28 4.08
H -0.33 2.14 2.71
H 1.21 -2.52 2.04
H -1.83 -2.50 -0.91
H -1.32 -1.23 -2.96
H -1.87 0.61 -0.05
H -1.00 2.14 0.30
H 1.36 -0.21 -3.27
H -0.06 0.57 -3.99
H 1.05 1.51 -2.95

Löwdin atomic charge list, values in e, 2 entries:
1 C -0.11
2 C -0.10

In kcal/mol, relative to the most stable structure: A 0.0; B 7.8.